(1)
Formula: C5H7N
Source: the Open Molecules 2025 dataset
Level of theory: ωB97M-V/def2-TZVPD

Energy above the lowest of the compared OMol25 structures with the same formula, charge and spin ... 2.468 eV
Frontier orbital gap ... 10.9532 eV

```
! RIJCOSX wB97M-V def2-TZVPD def2/J DEFGRID3
* xyz 0 1
N 0.718 0.015 -0.122
C 0.509 -0.438 1.247
C 0.044 0.682 2.077
C -0.063 -0.452 -1.002
C -0.353 1.613 2.728
C 0.015 -0.017 -2.433
H -0.845 -1.189 -0.750
H -0.943 0.414 -2.746
H -0.703 2.446 3.296
H 0.802 0.732 -2.549
H -0.217 -1.267 1.316
H 1.464 -0.805 1.640
H 0.219 -0.869 -3.092
*
```


(2)
Formula: C21H27Cl3MoNO4PS2Se
Source: the Open Molecules 2025 dataset
Level of theory: ωB97M-V/def2-TZVPD

Energy above the lowest of the compared OMol25 structures with the same formula, charge and spin ... 0.055 eV
Frontier orbital gap (spin up / spin down) ... 7.0741 / 7.4456 eV
Expectation value of S² ... 0.770

```
! RIJCOSX wB97M-V def2-TZVPD def2/J DEFGRID3
* xyz 1 2
Mo 0.049 0.464 -0.592
Se 2.457 -0.387 2.195
Cl -3.385 -1.134 1.661
Cl -5.110 -0.830 -0.645
Cl -2.383 -1.704 -0.984
S 0.253 -0.449 1.925
S 1.305 2.084 -0.543
P -0.023 1.485 3.114
O -3.761 1.732 -0.291
O -1.706 0.942 0.019
O 0.171 0.914 4.591
O -1.611 1.427 2.969
N 1.110 -1.315 -1.419
C 4.169 -4.089 2.900
C -0.440 -0.558 -4.759
C -0.142 -0.543 -3.401
C -0.506 0.539 -2.604
C 2.722 -2.175 2.845
C 1.340 1.297 5.368
C -3.485 -0.654 -0.038
C 0.925 2.243 6.466
C 1.829 -2.810 3.697
C -1.119 0.509 -5.321
C -1.505 1.588 -4.531
C -3.004 0.827 -0.145
C 2.534 -0.940 -1.675
C 0.492 -1.717 -2.727
C 3.891 -2.810 2.439
C 3.275 -4.736 3.739
C 2.107 -4.097 4.132
C -1.198 1.607 -3.181
C 1.113 -2.509 -0.530
C -3.788 2.437 3.186
C -2.374 2.431 3.707
H -2.329 2.171 4.765
H -4.214 1.436 3.231
H 2.985 -0.589 -0.751
H 1.718 -2.311 0.349
H -0.148 -1.401 -5.375
H 0.162 1.791 7.097
H 3.065 -1.824 -2.036
H -4.400 3.094 3.805
H 2.566 -0.156 -2.428
H 1.411 -4.596 4.793
H 3.488 -5.737 4.089
H -3.829 2.793 2.159
H -0.257 -2.481 -2.508
H -1.354 0.502 -6.377
H 1.749 0.367 5.759
H -1.894 3.404 3.564
H 1.787 2.485 7.089
H 0.533 3.173 6.053
H -1.499 2.455 -2.578
H 2.084 1.743 4.704
H 5.081 -4.582 2.592
H 0.924 -2.311 4.019
H 1.262 -2.193 -3.341
H -2.040 2.417 -4.975
H 1.549 -3.351 -1.074
H 0.097 -2.757 -0.233
H 4.584 -2.316 1.768
*
```


(3)
Formula: BrClH2O2Si
Source: the Open Molecules 2025 dataset
Level of theory: ωB97M-V/def2-TZVPD

Energy above the lowest of the compared OMol25 structures with the same formula, charge and spin ... 1.420 eV
Frontier orbital gap ... 9.0232 eV

```
! RIJCOSX wB97M-V def2-TZVPD def2/J DEFGRID3
* xyz 0 1
Br -2.807 -0.712 0.106
Cl -0.572 1.999 0.305
Si -0.085 0.104 -0.063
O 0.432 -0.189 -1.539
O 0.886 -0.567 1.025
H 1.352 -0.193 -1.802
H 0.793 -0.442 1.967
*
```


(4)
Formula: C41H60CdN10O2P
Source: the Open Molecules 2025 dataset
Level of theory: ωB97M-V/def2-TZVPD

Frontier orbital gap ... 5.7275 eV

```
! RIJCOSX wB97M-V def2-TZVPD def2/J DEFGRID3
* xyz -1 1
Cd 0.253 0.352 1.339
P -0.092 1.391 -1.793
O -1.453 -1.340 1.201
O 1.647 -1.624 1.751
N 1.864 1.578 2.406
N -2.101 1.910 4.056
N 6.264 1.971 2.112
N 0.852 2.747 -2.138
N 0.490 0.469 -0.734
N 4.005 2.678 2.759
N -1.636 2.019 -1.461
N -0.978 2.496 2.068
N -0.178 0.667 -3.344
N -0.777 -0.009 3.634
C -2.137 4.171 3.324
C -3.295 3.235 -2.832
C -1.754 5.138 2.427
C -1.638 0.645 4.394
C 5.176 2.248 2.386
C -2.167 0.104 5.582
C -0.281 -6.338 1.105
C 0.124 -1.240 -5.519
C -0.370 -3.998 0.340
C -0.599 3.453 1.219
C 3.380 -3.263 1.427
C 2.925 2.048 2.519
C -2.674 1.198 -0.861
C 3.614 -1.372 3.052
C -1.347 -6.081 2.031
C 0.079 -3.099 -0.572
C -0.838 -1.831 5.197
C 3.078 -1.789 1.691
C 0.329 -7.713 1.068
C -1.762 -1.145 5.981
C 0.704 3.600 -3.307
C 0.908 0.063 -5.446
C -2.156 3.320 -1.821
C -4.425 2.412 -2.226
C 3.250 3.598 -3.341
C -1.154 -1.117 -4.701
C 2.018 2.959 -1.283
C -1.706 2.847 3.113
C -0.823 -0.642 -3.295
C -1.369 -3.734 1.375
C -0.386 -1.221 4.047
C -3.901 1.056 -1.768
C 1.974 3.759 -4.168
C 2.969 3.976 -1.895
C 3.617 -0.906 0.571
C -2.964 -4.632 3.179
C -0.952 4.781 1.348
C 0.166 -5.350 0.312
C -1.852 -2.449 1.650
C 1.110 0.490 -3.999
C -1.870 -4.833 2.163
H 1.878 -0.038 -5.938
H -2.637 -3.999 4.006
H 3.883 3.984 -1.297
H 2.885 -3.891 2.165
H -5.249 2.290 -2.934
H 1.947 4.761 -4.609
H -1.355 3.967 -2.159
H 1.234 -2.139 0.995
H -3.647 4.238 -3.094
H -2.257 0.235 -0.562
H 3.272 -0.376 3.306
H -2.706 2.302 4.766
H -2.158 -1.580 6.891
H 4.706 -0.947 0.534
H -4.826 2.956 -1.361
H 1.662 1.425 -3.961
H -0.613 5.504 0.623
H -2.686 -2.404 2.375
H 3.316 0.132 0.723
H 1.721 3.273 -0.275
H 4.059 4.197 -3.768
H 0.369 4.605 -3.004
H 3.586 2.557 -3.361
H 0.007 3.114 0.388
H 2.537 2.004 -1.158
H -1.827 -0.393 -5.171
H -0.094 3.182 -3.922
H -3.260 -5.598 3.588
H -3.846 -4.161 2.746
H 1.964 3.058 -5.006
H 1.709 -0.261 -3.464
H 1.192 -7.777 1.736
H -2.991 1.699 0.068
H 0.666 -7.973 0.065
H 3.263 -2.060 3.822
H 3.212 -1.227 -0.387
H -2.558 3.784 -0.904
H -2.926 2.757 -3.746
H -0.271 -2.086 -0.632
H 0.813 -3.424 -1.297
H -1.716 -0.588 -2.687
H -2.068 6.165 2.572
H -0.159 -1.362 -2.794
H 0.327 -1.720 3.406
H -3.636 0.480 -2.654
H 2.553 4.986 -1.847
H -0.085 -1.519 -6.554
H -0.388 -8.469 1.394
H 0.955 -5.551 -0.404
H 3.027 -3.557 0.441
H 0.734 -2.040 -5.089
H 0.357 0.852 -5.965
H -0.485 -2.817 5.455
H -1.729 -6.896 2.632
H -2.883 0.672 6.163
H 4.455 -3.441 1.476
H -4.679 0.497 -1.244
H -1.678 -2.075 -4.652
H 4.703 -1.373 3.049
H -2.741 4.416 4.188
*
```


(5)
Formula: C3H10N5
Source: the Open Molecules 2025 dataset
Level of theory: ωB97M-V/def2-TZVPD

Energy above the lowest of the compared OMol25 structures with the same formula, charge and spin ... 4.652 eV
Frontier orbital gap (spin up / spin down) ... 9.0135 / 8.6534 eV

```
! RIJCOSX wB97M-V def2-TZVPD def2/J DEFGRID3
* xyz 1 1
N 3.718 0.159 0.157
N 1.219 -0.346 -0.073
N 0.476 -1.382 0.067
N 0.516 0.759 -0.279
N -0.774 -0.963 -0.050
C -0.732 0.364 -0.277
C -1.885 -1.855 0.068
C -2.639 2.188 -0.130
H -1.950 -2.496 -0.812
H -1.741 -2.485 0.946
H 2.535 -0.167 0.046
H -2.828 2.188 -1.186
H -1.963 2.911 0.280
H 3.760 1.177 0.167
H -2.801 -1.277 0.165
H 4.112 -0.206 1.021
H -3.278 1.625 0.522
H 4.255 -0.193 -0.633
*
```


(6)
Formula: C7H14NO
Source: the Open Molecules 2025 dataset
Level of theory: ωB97M-V/def2-TZVPD

Energy above the lowest of the compared OMol25 structures with the same formula, charge and spin ... 5.594 eV
Frontier orbital gap ... 7.9954 eV

```
! RIJCOSX wB97M-V def2-TZVPD def2/J DEFGRID3
* xyz 1 1
O -1.673 1.024 -0.857
N -0.528 -1.773 0.291
C -0.922 2.146 -0.260
C 2.044 -1.875 0.430
C 0.136 -0.879 -0.756
C -1.422 2.218 1.334
C 1.573 -0.378 -0.146
C -0.787 0.139 -1.650
C 0.541 -2.373 0.969
H 2.289 0.086 -0.980
H 0.483 -1.695 -1.549
H 1.507 0.420 0.737
H 0.413 -3.173 1.845
H 2.687 -1.647 1.383
H -1.087 3.244 1.801
H 2.510 -2.465 -0.466
H 0.241 2.070 -0.371
H -0.129 0.739 -2.437
H -1.558 -1.918 0.451
H -2.609 2.176 1.362
H -0.961 1.288 1.916
H -1.513 -0.554 -2.297
H -1.237 3.178 -0.751
*
```


Looking at molecular weight for the records above, in order, we have 81.12; 733.82; 177.46; 868.38; 116.15; 128.19 g mol⁻¹.
Looking at E for the records above, in order, we have -249.3826; -6159.9243; -3475.5322; -2805.5755; -393.6870; -404.6918 a.u..